{
  "formula": "C29H36Cl5FN3O3RuSb",
  "method": "ωB97M-V with the def2-TZVPD basis set",
  "s2": 6.0204,
  "multiplicity": 5,
  "total_charge": 2,
  "relative_energy_kj_mol": 54.61,
  "energy_ha": -4251.9958,
  "elements": ["Ru", "C", "C", "N", "C", "C", "C", "O", "O", "C", "O", "C", "C", "C", "F", "C", "C", "C", "N", "C", "C", "N", "C", "C", "H", "H", "H", "H", "H", "H", "H", "H", "H", "H", "H", "H", "H", "H", "H", "H", "H", "H", "Cl", "C", "C", "C", "Cl", "C", "Cl", "C", "Cl", "C", "Cl", "C", "C", "Sb", "C", "C", "C", "C", "H", "H", "H", "H", "H", "H", "H", "H", "H", "H", "H", "H", "H", "H", "H", "C", "H", "H", "H"],
  "coordinates": [[0.903, 1.890, -1.377], [-1.628, 0.391, 5.997], [-2.583, 0.375, 4.809], [-1.870, 0.272, 3.529], [-1.567, 1.404, 2.875], [-0.886, 1.473, 1.694], [-0.675, 2.868, 1.140], [-1.284, 3.787, 1.641], [0.194, 2.993, 0.185], [-0.469, 0.276, 1.050], [0.100, 0.195, -0.069], [-0.782, -0.952, 1.777], [-0.407, -2.183, 1.233], [-0.685, -3.350, 1.880], [-0.332, -4.504, 1.277], [-1.348, -3.381, 3.123], [-1.713, -2.153, 3.661], [-1.465, -0.941, 3.004], [-1.618, -4.564, 3.827], [-1.028, -5.848, 3.444], [-1.297, -6.873, 4.554], [-1.384, -6.153, 5.862], [-2.610, -5.284, 5.920], [-2.886, -4.745, 4.512], [-2.194, 0.450, 6.925], [-0.971, 1.259, 5.944], [-1.007, -0.505, 6.021], [-3.162, 1.296, 4.787], [-3.297, -0.444, 4.880], [-1.908, 2.331, 3.320], [0.091, -2.204, 0.273], [-2.189, -2.140, 4.630], [0.045, -5.721, 3.314], [-1.433, -6.243, 2.509], [-0.493, -7.604, 4.591], [-2.236, -7.403, 4.412], [-0.554, -5.565, 5.953], [-1.379, -6.811, 6.641], [-2.415, -4.485, 6.631], [-3.446, -5.883, 6.280], [-3.438, -3.813, 4.585], [-3.523, -5.443, 3.957], [-0.127, 5.158, -2.221], [-0.902, 3.865, -3.050], [-0.529, 2.562, -2.736], [-1.125, 1.524, -3.439], [-0.539, -0.061, -3.037], [-2.082, 1.727, -4.417], [-2.749, 0.409, -5.283], [-2.467, 3.043, -4.695], [-3.651, 3.343, -5.889], [-1.875, 4.115, -4.016], [-2.319, 5.724, -4.388], [5.084, 1.279, -4.842], [4.345, 1.084, -3.519], [2.367, 1.973, -3.567], [2.979, 4.059, -3.590], [3.012, 4.789, -4.928], [1.644, 1.288, -5.504], [1.086, 2.354, -6.437], [6.161, 1.250, -4.673], [4.860, 2.241, -5.308], [4.846, 0.494, -5.558], [4.859, 1.591, -2.702], [4.262, 0.029, -3.259], [3.969, 4.036, -3.132], [2.294, 4.553, -2.903], [3.658, 4.296, -5.654], [3.408, 5.792, -4.766], [2.015, 4.892, -5.354], [0.904, 0.520, -5.291], [2.522, 0.808, -5.935], [0.223, 2.869, -6.013], [0.766, 1.868, -7.360], [1.841, 3.093, -6.697], [2.798, 1.855, -0.398], [3.282, 0.902, -0.621], [2.558, 1.931, 0.660], [3.446, 2.684, -0.678]],
  "forces_ev_per_angstrom": [[-0.93, -0.41, 2.42], [-0.07, -0.04, -0.10], [0.12, 0.00, 0.30], [-0.03, 0.22, -0.08], [-0.12, -0.11, 0.12], [0.25, 0.09, -0.50], [-0.54, -0.10, 0.66], [0.21, -0.08, -0.20], [0.63, -0.21, -1.09], [-0.29, 0.13, 0.43], [0.38, 0.31, -0.46], [0.01, -0.03, -0.04], [0.01, -0.05, 0.03], [-0.01, 0.04, -0.11], [-0.03, -0.02, 0.07], [0.06, 0.24, -0.08], [-0.09, -0.11, 0.12], [0.15, -0.12, -0.23], [0.04, -0.16, 0.15], [0.00, 0.13, -0.03], [0.04, -0.05, -0.34], [0.07, -0.07, 0.03], [-0.31, 0.23, -0.12], [0.01, -0.06, -0.04], [0.02, 0.00, 0.00], [0.01, -0.01, 0.01], [0.01, 0.01, 0.02], [-0.02, -0.01, -0.09], [-0.05, 0.02, -0.06], [0.00, 0.00, 0.00], [0.01, -0.04, 0.01], [0.04, 0.02, 0.01], [0.01, 0.00, -0.02], [0.00, -0.04, 0.02], [-0.01, -0.01, 0.12], [-0.03, 0.02, 0.09], [0.00, 0.04, 0.05], [0.03, -0.02, 0.03], [0.07, -0.04, 0.03], [0.08, -0.08, 0.05], [0.01, 0.01, 0.00], [-0.02, 0.03, 0.00], [-0.08, 0.13, 0.02], [0.10, -0.31, 0.07], [-0.08, 0.14, -0.66], [0.07, 0.31, 0.10], [-0.15, -0.35, -0.13], [-0.08, 0.06, -0.04], [0.00, -0.04, 0.02], [0.00, 0.01, -0.02], [0.00, -0.01, -0.01], [0.00, 0.03, 0.02], [-0.03, -0.02, 0.00], [-0.05, 0.07, -0.01], [-0.40, 0.01, 0.11], [1.00, 0.44, -0.64], [-0.17, -0.30, -0.15], [0.00, -0.01, 0.10], [-0.02, 0.22, 0.41], [0.07, -0.05, 0.03], [0.00, -0.04, -0.02], [0.06, 0.01, 0.00], [-0.05, 0.03, -0.01], [-0.06, 0.00, 0.04], [0.00, 0.01, 0.05], [-0.01, -0.06, 0.04], [0.11, -0.01, 0.02], [-0.03, 0.01, -0.04], [-0.01, 0.01, -0.04], [0.03, 0.01, -0.01], [0.03, -0.05, 0.02], [0.00, -0.03, 0.03], [0.00, 0.02, 0.02], [-0.05, 0.05, -0.01], [-0.07, -0.01, -0.03], [0.24, 0.12, -0.43], [0.02, 0.02, -0.01], [-0.19, -0.02, -0.05], [0.05, -0.05, 0.00]],
  "mulliken_charge": [0.4125, -1.0038, -1.0086, 0.1683, -0.0319, -0.2400, -0.0224, -0.6639, -0.7325, 1.7600, -1.0940, 0.7698, -0.5686, 0.1601, -0.3400, -1.2214, -0.5461, -0.0653, 0.2164, -0.7335, -0.7957, -0.1185, -0.7415, -0.7442, 0.3791, 0.3460, 0.3150, 0.4677, 0.4645, 0.5828, 0.6235, 0.6630, 0.5256, 0.4057, 0.3960, 0.3643, 0.3824, 0.3515, 0.4291, 0.3867, 0.4958, 0.3333, -0.1158, 1.1481, -1.7823, 1.5250, -0.0658, -0.1178, -0.1619, 0.5824, -0.1366, 0.0060, -0.1552, -1.0326, -0.7746, 0.4223, -0.5603, -1.3158, -0.6568, -1.1054, 0.3549, 0.1930, 0.3754, 0.4267, 0.4901, 0.5086, 0.3791, 0.2770, 0.4155, 0.3037, 0.4673, 0.5184, 0.1950, 0.4135, 0.3311, -1.3187, 0.4074, 0.3943, 0.4372]
}